Density functional theory data (ωB97M-V/def2-TZVPD) for C26H34N3O4P2Pt as an isolated structure at a distorted geometry.

The geometry in XYZ format:
```
70
C26H34N3O4P2Pt ωB97M-V/def2-TZVPD
Pt 0.0268 -0.4487 -1.3263
P -2.1909 -0.0225 -1.7290
C -2.1149 0.4523 -3.4401
C -0.8882 0.9367 -3.9087
N 0.2488 0.7115 -3.1469
C 1.4738 1.0504 -3.5535
C 1.6379 1.7448 -4.7469
C 0.5297 2.0369 -5.5387
C -0.7255 1.6151 -5.1446
C 2.6553 0.6540 -2.6919
P 2.2657 -0.8121 -1.6487
H -1.6309 1.8056 -5.7069
H 2.6536 2.0325 -5.0023
H 0.6516 2.6112 -6.4447
H 3.5550 0.4625 -3.2956
H 2.8955 1.4444 -1.9627
H -2.1878 -1.6741 -5.1735
H -3.0063 0.5870 -4.0616
H -0.7151 -3.9264 -3.8979
O -1.9891 -2.6148 -5.3790
H -2.5572 -2.8668 -6.1241
H -0.1932 -2.0269 -1.0323
O -0.3523 -4.3055 -3.0624
H 0.4992 -3.8988 -2.9031
C 2.7595 -2.1911 -2.7016
H 3.8078 -2.0888 -3.0137
H 2.6330 -3.0917 -2.0927
H 2.1060 -2.2269 -3.5802
C 3.5104 -0.7637 -0.3517
H 3.3970 -1.6955 0.2114
H 4.5291 -0.7028 -0.7671
H 3.3250 0.0932 0.3039
C -2.9725 1.3713 -0.8784
H -3.9410 1.5491 -1.3668
H -3.1268 1.1364 0.1822
H -2.3334 2.2568 -0.9886
C -3.3215 -1.3981 -1.5163
H -3.4720 -1.5362 -0.4396
H -4.2760 -1.1602 -2.0004
H -2.8830 -2.2991 -1.9557
O 0.0161 2.7601 -0.0638
C 0.0038 1.8722 0.7823
N -0.1345 2.0076 2.1594
C -0.0514 0.7692 2.8707
C -0.0943 -0.2292 1.7123
O -0.2695 -1.4484 1.8184
N 0.0640 0.4796 0.5656
C 1.2742 0.6824 3.6215
C 2.2251 -0.2683 3.2735
C 3.3954 -0.4046 4.0222
C 3.6186 0.4226 5.1179
C 2.6744 1.3983 5.4565
C 1.5030 1.5363 4.7077
C -1.2748 0.5425 3.7315
C -1.1827 -0.1090 4.9596
C -2.3435 -0.4025 5.6780
C -3.5888 -0.0561 5.1567
C -3.6782 0.5991 3.9262
C -2.5156 0.9122 3.2191
H -0.0131 2.9338 2.5573
H 2.0294 -0.9506 2.4438
H 4.1000 -1.1794 3.7271
H 4.5184 0.3007 5.7171
H 2.8290 2.0575 6.3090
H 0.7453 2.2776 4.9828
H -0.1928 -0.3969 5.3211
H -2.2458 -0.9172 6.6320
H -4.4923 -0.2956 5.7120
H -4.6414 0.8623 3.4943
H -2.5612 1.4427 2.2646
```

The multiplicity is 3. As for the HOMO energy (spin up / spin down): -0.3971 / -0.4031 Ha. Its expectation value of S² is 2.0342. For the total energy, the calculation gives -2278.23436 Ha. For the gap between HOMO and LUMO (spin up / spin down), the calculation gives 7.89 / 5.49 eV. Its net charge is +1.

And the Mulliken charges, in e, turn out to be: atom 1 (Pt): 1.412, atom 2 (P): 0.669, atom 3 (C): -1.577, atom 4 (C): 1.359, atom 5 (N): -0.182, atom 6 (C): 0.782, atom 7 (C): -0.834, atom 8 (C): -0.498, atom 9 (C): -1.104, atom 10 (C): -1.408, atom 11 (P): 0.609, atom 12 (H): 0.503, atom 13 (H): 0.528, atom 14 (H): 0.455, atom 15 (H): 0.592, atom 16 (H): 0.424, atom 17 (H): 0.322, atom 18 (H): 0.532, atom 19 (H): 0.316, atom 20 (O): -0.595, atom 21 (H): 0.302, atom 22 (H): 0.067, atom 23 (O): -0.633, atom 24 (H): 0.258, atom 25 (C): -1.372, atom 26 (H): 0.438, atom 27 (H): 0.389, atom 28 (H): 0.400, atom 29 (C): -1.418, atom 30 (H): 0.394, atom 31 (H): 0.520, atom 32 (H): 0.401, atom 33 (C): -1.073, atom 34 (H): 0.567, atom 35 (H): 0.084, atom 36 (H): 0.331, atom 37 (C): -1.242, atom 38 (H): 0.401, atom 39 (H): 0.481, atom 40 (H): 0.318, atom 41 (O): -0.707, atom 42 (C): -0.464, atom 43 (N): 0.038, atom 44 (C): 3.695, atom 45 (C): -1.045, atom 46 (O): -0.731, atom 47 (N): 0.395, atom 48 (C): -1.101, atom 49 (C): 0.032, atom 50 (C): -1.019, atom 51 (C): -0.462, atom 52 (C): -0.883, atom 53 (C): 0.252, atom 54 (C): -0.806, atom 55 (C): -0.190, atom 56 (C): -0.932, atom 57 (C): -0.502, atom 58 (C): -0.891, atom 59 (C): -0.149, atom 60 (H): 0.270, atom 61 (H): 0.583, atom 62 (H): 0.427, atom 63 (H): 0.402, atom 64 (H): 0.400, atom 65 (H): 0.391, atom 66 (H): 0.459, atom 67 (H): 0.406, atom 68 (H): 0.394, atom 69 (H): 0.411, atom 70 (H): 0.412